Version a
Molecular formula: C6H12N2
Method: DFT, ωB97M-V/def2-TZVPD

SMILES	[H]/N=C(\N)C=C.C=CC

Last column: natural (NBO) charge in e.
Geometry (Å):
H -1.5186 0.2716 2.4846  0.327
N -0.7638 -0.3348 2.1625  -0.722
C 0.0372 0.2338 1.3533  0.426
N -0.0062 1.5535 0.9747  -0.841
C 1.2063 -0.6039 0.8024  -0.212
C 2.4255 -0.0564 0.5803  -0.415
H 0.8123 1.9811 0.5831  0.393
H -0.7014 2.1529 1.3880  0.389
H 1.1340 -1.5829 1.2609  0.240
H 2.6411 0.9983 0.6656  0.177
H 3.2187 -0.5902 0.0805  0.202
C 0.3378 -1.0517 -1.3088  -0.413
C -0.9893 -0.8893 -1.0212  -0.154
C -1.8190 0.2527 -1.4829  -0.651
H 0.8137 -0.3069 -1.9355  0.190
H 0.7726 -2.0391 -1.3864  0.214
H -1.4818 -1.6239 -0.3989  0.204
H -2.4897 0.5842 -0.6921  0.210
H -1.1922 1.0978 -1.7736  0.213
H -2.4374 -0.0467 -2.3363  0.223

***

Version b
Molecular formula: C6H12N2
Method: DFT, ωB97M-V/def2-TZVPD

SMILES	Cc1c[nH]cn1.CC

Last column: natural (NBO) charge in e.
Geometry (Å):
C -0.3912 1.5569 -0.9361  -0.632
C -1.1438 0.3762 -1.3905  0.079
C -2.4224 0.0990 -1.1528  -0.115
N -2.6756 -1.2797 -1.3758  -0.511
C -1.4561 -1.7400 -1.6785  0.174
N -0.5590 -0.7351 -1.9427  -0.450
H -0.8726 2.2762 -0.3086  0.221
H 0.0238 2.1386 -1.7570  0.221
H 0.5039 1.3007 -0.3667  0.220
H -3.3233 0.7152 -0.8204  0.206
H -3.4937 -1.6322 -1.1425  0.404
H -1.1789 -2.6365 -1.9333  0.183
C 2.4055 0.5610 1.4818  -0.615
C 1.8440 -0.6411 2.2024  -0.642
H 2.6175 1.3847 2.1873  0.208
H 3.4220 0.3046 0.9511  0.211
H 1.7158 1.0379 0.6749  0.201
H 1.5579 -0.3550 3.2364  0.207
H 2.5128 -1.5676 2.1585  0.213
H 0.9133 -1.1640 1.9125  0.217

***

Version c
Molecular formula: C6H12N2
Method: DFT, ωB97M-V/def2-TZVPD

SMILES	[H]/N=C(/NC)[C@@H](C)C=C

Last column: natural (NBO) charge in e.
Geometry (Å):
H 1.7565 -0.8587 1.6796  0.353
N 1.8208 -1.0083 0.6786  -0.676
C 0.8619 -0.5764 -0.0026  0.476
N 0.8273 -0.9429 -1.4640  -0.662
C 0.5777 0.0304 -2.4990  -0.412
C -0.4478 0.0522 0.2899  -0.340
C -1.5956 -0.9547 0.3021  -0.592
C -0.2896 0.6837 1.7649  -0.167
C -0.0436 1.9618 1.9845  -0.397
H 1.6140 -1.5510 -1.6563  0.380
H 1.2157 0.9219 -2.4191  0.174
H 0.7545 -0.4283 -3.4731  0.210
H -0.4679 0.3457 -2.4701  0.186
H -0.6353 0.8959 -0.3746  0.226
H -2.5080 -0.4728 0.6492  0.214
H -1.7623 -1.3455 -0.6989  0.226
H -1.3639 -1.7863 0.9652  0.213
H -0.4044 -0.0096 2.5908  0.195
H 0.0801 2.6654 1.1729  0.190
H 0.0098 2.3773 2.9799  0.202

***

version c comes first in stability; the runner-up is 68.5 kJ/mol higher.

***

Version a
Molecular formula: C6H12N2
Method: DFT, ωB97M-V/def2-TZVPD

Last column: natural (NBO) charge in e.
Geometry (Å):
C -0.8879 -0.9422 1.3612  0.089
C -2.1615 -0.9477 1.2398  -0.495
C 0.6124 0.1626 -1.7460  -0.074
C 0.3799 -0.7207 1.6424  -0.289
C 0.7627 1.6099 -1.5452  -0.657
C 1.0101 0.5823 2.1255  -0.624
N -0.4616 -0.4742 -1.5543  -0.162
N -0.9045 -1.6529 -1.7816  -0.638
H -2.5363 -0.7858 0.2342  0.215
H -2.9188 -1.2096 1.9452  0.224
H 1.4637 -0.3515 -2.0205  0.178
H 0.9304 -1.6765 1.3591  0.220
H 0.5896 2.1231 -2.5243  0.221
H 1.9234 1.6827 -1.2530  0.222
H 0.2026 2.0689 -0.7375  0.221
H 1.8795 0.9079 1.5880  0.214
H 1.3724 0.4942 3.1929  0.219
H 0.1697 1.1286 1.9780  0.218
H -1.1548 0.2831 -1.2376  0.375
H -0.2709 -2.2821 -2.2661  0.322

***

Version b
Molecular formula: C6H12N2
Method: DFT, ωB97M-V/def2-TZVPD

SMILES	C=CC1(C)NN1.C=C

Last column: natural (NBO) charge in e.
Geometry (Å):
C 1.8247 -0.3156 -1.2593  -0.391
C 1.3029 -0.8456 -0.1686  -0.181
C 0.6882 -0.0973 0.9571  0.162
C 0.6832 1.4105 0.8861  -0.628
N -0.4548 -0.6744 1.6126  -0.452
N 0.8551 -0.7359 2.2405  -0.460
H 1.8549 0.7445 -1.4375  0.194
H 2.2433 -0.9351 -2.0300  0.203
H 1.3044 -1.9158 -0.0174  0.207
H 0.2510 1.7358 -0.0539  0.220
H 0.0808 1.8087 1.6954  0.226
H 1.6982 1.7938 0.9655  0.214
H -0.6881 -1.6027 1.2575  0.343
H 0.8729 -0.0654 3.0022  0.343
C -1.7207 -0.4333 -1.6665  -0.389
C -2.4532 0.3324 -0.8852  -0.381
H -1.0436 -0.0232 -2.3991  0.193
H -1.7625 -1.5110 -1.6129  0.190
H -2.4121 1.4090 -0.9364  0.190
H -3.1246 -0.0793 -0.1501  0.196

***

version b comes first in stability; the runner-up is 227.2 kJ/mol higher.

***

Version a
Molecular formula: C19H23NO3
Method: DFT, ωB97M-V/def2-TZVPD

SMILES	CCCc1ccc(OCc2ccc(C(=O)N3CCCC3)o2)cc1

Last column: natural (NBO) charge in e.
Geometry (Å):
C -5.9744 -3.0043 0.7162  -0.603
C -4.9702 -1.8606 0.7744  -0.380
C -4.8011 -1.1838 -0.5912  -0.415
C -3.8110 -0.0588 -0.5071  -0.034
C -4.2124 1.2148 -0.1179  -0.188
C -3.2999 2.2406 0.0039  -0.276
C -1.9495 2.0186 -0.2610  0.366
O -1.1326 3.1097 -0.1179  -0.502
C 0.2464 2.9571 -0.3420  -0.109
C 0.9038 2.0516 0.6540  0.265
C 0.6103 1.7856 1.9611  -0.309
C 1.5706 0.8487 2.3936  -0.218
C 2.3892 0.6027 1.3205  0.147
C 3.5540 -0.2966 1.2980  0.627
O 3.9020 -0.8674 2.3231  -0.626
N 4.2194 -0.4739 0.1380  -0.417
C 3.9578 0.1199 -1.1575  -0.210
C 4.9646 -0.5561 -2.0895  -0.408
C 6.1285 -0.8865 -1.1579  -0.410
C 5.4106 -1.3072 0.1179  -0.212
O 1.9760 1.3389 0.2556  -0.407
C -1.5370 0.7517 -0.6504  -0.318
C -2.4660 -0.2691 -0.7665  -0.186
H -5.6484 -3.7639 0.0087  0.200
H -6.9503 -2.6406 0.4012  0.200
H -6.0807 -3.4692 1.6936  0.210
H -4.0009 -2.2382 1.1072  0.199
H -5.3018 -1.1167 1.5020  0.197
H -4.4617 -1.9256 -1.3172  0.205
H -5.7697 -0.8021 -0.9214  0.205
H -5.2556 1.4046 0.0894  0.209
H -3.6074 3.2303 0.3025  0.221
H 0.4524 2.5906 -1.3583  0.191
H 0.6512 3.9727 -0.2550  0.215
H -0.1937 2.2048 2.5298  0.238
H 1.6640 0.4030 3.3617  0.246
H 4.1233 1.2030 -1.1194  0.193
H 2.9259 -0.0571 -1.4698  0.208
H 4.5409 -1.4762 -2.4936  0.203
H 5.2520 0.0880 -2.9178  0.218
H 6.7292 0.0053 -0.9757  0.203
H 6.7735 -1.6702 -1.5486  0.219
H 5.1221 -2.3643 0.0846  0.192
H 5.9866 -1.1428 1.0302  0.228
H -0.5011 0.5396 -0.8629  0.217
H -2.1287 -1.2505 -1.0687  0.208

***

Version b
Molecular formula: C19H23NO3
Method: DFT, ωB97M-V/def2-TZVPD

SMILES	COc1cc2c(cc1OC)[C@@H](Cc1ccc(O)cc1)N(C)CC2

Last column: natural (NBO) charge in e.
Geometry (Å):
C -1.7031 -3.9874 -1.2677  -0.253
O -2.4589 -3.0934 -0.4723  -0.523
C -1.8521 -1.8799 -0.2132  0.242
C -2.5212 -0.7266 -0.5930  -0.233
C -1.9864 0.5358 -0.3786  -0.023
C -0.7349 0.6470 0.2204  -0.061
C -0.0880 -0.5006 0.6567  -0.179
C -0.6290 -1.7610 0.4605  0.212
O 0.0848 -2.8552 0.9169  -0.527
C -0.5666 -3.6008 1.9284  -0.251
C -0.0660 1.9925 0.3695  -0.056
C 0.9841 2.1809 -0.7557  -0.418
C 2.1334 1.2340 -0.5886  -0.055
C 2.1858 0.0464 -1.3056  -0.190
C 3.2132 -0.8579 -1.1104  -0.252
C 4.2136 -0.5859 -0.1864  0.285
O 5.2425 -1.4482 0.0440  -0.666
C 4.1770 0.6061 0.5305  -0.268
C 3.1450 1.4995 0.3278  -0.187
N -1.0004 3.1086 0.3669  -0.442
C -1.6603 3.2721 1.6460  -0.410
C -1.9258 3.0270 -0.7459  -0.215
C -2.7862 1.7562 -0.7464  -0.441
H -1.5903 -3.5948 -2.2845  0.172
H -0.7120 -4.1765 -0.8492  0.188
H -2.2722 -4.9152 -1.2992  0.192
H -3.4825 -0.8338 -1.0739  0.219
H 0.8585 -0.4310 1.1706  0.224
H -0.6673 -3.0044 2.8419  0.175
H -1.5577 -3.9396 1.6156  0.185
H 0.0700 -4.4617 2.1261  0.191
H 0.4744 2.0229 1.3221  0.208
H 0.5146 2.0112 -1.7246  0.208
H 1.3278 3.2155 -0.7078  0.226
H 1.4101 -0.1804 -2.0225  0.213
H 3.2362 -1.7827 -1.6718  0.200
H 5.1321 -2.2360 -0.5016  0.479
H 4.9631 0.8087 1.2405  0.223
H 3.1224 2.4212 0.8912  0.210
H -0.9093 3.5147 2.3979  0.200
H -2.2064 2.3788 1.9803  0.169
H -2.3586 4.1053 1.5776  0.200
H -1.3396 3.0727 -1.6659  0.195
H -2.5675 3.9116 -0.7199  0.202
H -3.2478 1.6224 -1.7268  0.218
H -3.5983 1.8622 -0.0198  0.211

***

Version c
Molecular formula: C19H23NO3
Method: DFT, ωB97M-V/def2-TZVPD

SMILES	CCOC(=O)C1CCN(Cc2c(O)ccc3ccccc23)CC1

Last column: natural (NBO) charge in e.
Geometry (Å):
C 4.7815 4.3120 -2.2346  -0.634
C 4.6358 3.9374 -0.7670  -0.077
O 3.7985 2.7900 -0.6038  -0.508
C 2.4797 2.9936 -0.5791  0.812
O 1.9595 4.0757 -0.6513  -0.609
C 1.7379 1.6745 -0.4819  -0.308
C 0.4222 1.8362 0.2896  -0.412
C -0.6194 0.8259 -0.2031  -0.231
N 0.0645 -0.3925 -0.6108  -0.480
C -0.8170 -1.5535 -0.6616  -0.245
C -1.2979 -1.9758 0.7117  -0.070
C -0.4341 -1.8895 1.7919  0.315
O 0.8275 -1.4164 1.6954  -0.696
C -0.8420 -2.3041 3.0771  -0.249
C -2.0931 -2.7961 3.2820  -0.163
C -3.0019 -2.9140 2.2105  -0.081
C -4.2934 -3.4374 2.4183  -0.160
C -5.1731 -3.5800 1.3834  -0.240
C -4.7813 -3.2048 0.0920  -0.188
C -3.5361 -2.6894 -0.1394  -0.218
C -2.6000 -2.5116 0.9054  -0.046
C 0.7849 -0.1940 -1.8600  -0.206
C 1.4336 1.1941 -1.9065  -0.405
H 5.1686 3.4690 -2.8022  0.209
H 3.8150 4.5995 -2.6413  0.222
H 5.4664 5.1493 -2.3310  0.218
H 5.5968 3.6516 -0.3348  0.190
H 4.2046 4.7713 -0.2040  0.200
H 2.3949 0.9478 0.0015  0.227
H 0.0497 2.8517 0.1466  0.236
H 0.6091 1.6884 1.3533  0.218
H -1.3138 0.5829 0.6037  0.226
H -1.2088 1.2423 -1.0352  0.173
H -1.6679 -1.3490 -1.3266  0.185
H -0.2452 -2.3798 -1.1035  0.212
H 0.9210 -1.0020 0.8075  0.504
H -0.1253 -2.2126 3.8781  0.224
H -2.4061 -3.1083 4.2677  0.211
H -4.5719 -3.7295 3.4211  0.207
H -6.1613 -3.9828 1.5489  0.213
H -5.4727 -3.3281 -0.7292  0.210
H -3.2733 -2.4262 -1.1520  0.204
H 1.5540 -0.9712 -1.9217  0.199
H 0.1170 -0.3108 -2.7307  0.177
H 0.7635 1.9154 -2.3773  0.211
H 2.3492 1.1502 -2.4973  0.225

***

version c comes first in stability; the runner-up is 109.3 kJ/mol higher.

***

Version a
Molecular formula: C6H12
Method: DFT, ωB97M-V/def2-TZVPD

SMILES	CC[C@H]1C[C@H]1C

Last column: natural (NBO) charge in e.
Geometry (Å):
C -0.4858 -1.7055 1.0311  -0.608
C -0.9933 -1.0893 -0.2788  -0.404
C -0.0759 -0.1594 -1.0737  -0.225
C -0.4027 1.3087 -1.1884  -0.416
C 0.8819 0.8855 -0.5408  -0.220
C 1.1676 1.1857 0.9138  -0.609
H 0.1046 -2.6099 0.8539  0.203
H 0.1190 -1.0176 1.6264  0.207
H -1.3426 -1.9912 1.6485  0.207
H -1.9372 -0.5674 -0.0860  0.198
H -1.2638 -1.9176 -0.9447  0.209
H 0.2855 -0.6118 -1.9954  0.209
H -1.1807 1.6624 -0.5111  0.203
H -0.3927 1.8013 -2.1569  0.212
H 1.7644 1.0034 -1.1690  0.208
H 1.5769 2.1987 1.0090  0.212
H 1.9077 0.4909 1.3279  0.208
H 0.2671 1.1329 1.5344  0.205

***

Version b
Molecular formula: C6H12
Method: DFT, ωB97M-V/def2-TZVPD

SMILES	C/C=C/CCC

Last column: natural (NBO) charge in e.
Geometry (Å):
C 1.1811 -2.0243 1.7676  -0.662
C 0.4070 -1.0148 1.1084  -0.213
C 0.7758 0.0080 0.4003  -0.185
C -0.3125 1.0022 0.1782  -0.412
C -0.5162 1.5653 -1.2932  -0.407
C -1.3395 0.5020 -2.0394  -0.622
H 1.8266 -2.7994 1.2221  0.233
H 0.5992 -2.7172 2.4091  0.221
H 1.7703 -1.4508 2.6585  0.216
H -0.6934 -0.8775 1.4250  0.192
H 1.7908 0.3983 0.0676  0.210
H -1.2996 0.7142 0.5097  0.202
H 0.0382 1.8291 0.8519  0.201
H -0.8918 2.5864 -1.3671  0.211
H 0.4553 1.5988 -1.8507  0.196
H -1.3874 -0.4470 -1.4588  0.205
H -0.9977 0.1131 -2.9391  0.209
H -2.3847 0.8224 -2.2595  0.204

***

Version c
Molecular formula: C6H12
Method: DFT, ωB97M-V/def2-TZVPD

Last column: natural (NBO) charge in e.
Geometry (Å):
C -1.6246 -0.9387 0.8787  -0.700
C -0.2415 -0.6807 0.3901  0.024
C -0.7522 0.7954 -0.9597  -0.633
C 0.7675 0.1444 1.1403  -0.501
C 1.7635 0.2058 -0.0259  -0.415
C 0.8123 -0.1956 -1.1667  -0.278
H -2.2672 -1.3890 0.1137  0.223
H -1.5096 -1.6930 1.6716  0.246
H -2.1612 -0.0703 1.3150  0.160
H -1.2198 0.5078 -1.9033  0.219
H -0.2391 1.7541 -1.0600  0.217
H -1.5472 0.9526 -0.2283  0.227
H 0.4568 1.1419 1.5104  0.159
H 1.1297 -0.4167 2.0133  0.225
H 2.5695 -0.5276 0.0792  0.219
H 2.2139 1.1920 -0.1857  0.198
H 0.8800 -1.2214 -1.5257  0.225
H 0.9693 0.4390 -2.0570  0.185

***

version a comes first in stability; the runner-up is 110.6 kJ/mol higher.